{
  "formula": "C2H2S3",
  "method": "wB97M-V/def2-TZVPD",
  "total_energy_ev": -34608.6550,
  "spin_multiplicity": 1,
  "homo_energy_ev": -9.5,
  "de_lowest_kj_mol": 236.1,
  "gap_ha": 0.2451,
  "lumo_ev": -2.787,
  "smiles": "S=CC(=S)S",
  "symbols": ["S", "S", "S", "C", "C", "H", "H"],
  "coordinates": [[2.425, -0.382, -0.465], [-1.790, -0.987, -0.450], [-0.191, 1.885, -0.292], [-0.374, 0.010, -0.154], [0.748, -0.696, 0.292], [0.615, -1.811, 0.856], [-1.433, 1.981, 0.212]],
  "mulliken_charge": [-0.128, -0.127, -0.093, 0.159, -0.301, 0.318, 0.173]
}

{
  "formula": "C2H2S3",
  "method": "wB97M-V/def2-TZVPD",
  "total_energy_ev": -34608.3703,
  "spin_multiplicity": 1,
  "homo_energy_ev": -8.5,
  "de_lowest_kj_mol": 263.6,
  "gap_ha": 0.3054,
  "lumo_ev": -0.212,
  "symbols": ["S", "S", "S", "C", "C", "H", "H"],
  "coordinates": [[-1.740, -1.358, 0.151], [-1.861, 1.608, -0.454], [1.162, 0.720, -0.267], [1.468, -0.782, 0.354], [-1.853, 0.141, -0.188], [1.983, 1.212, 0.562], [0.841, -1.541, -0.158]],
  "mulliken_charge": [-0.279, -0.323, -0.008, -0.355, 0.618, 0.163, 0.185]
}

{
  "formula": "C2H2S5",
  "method": "wB97M-V/def2-TZVPD",
  "total_energy_ev": -56277.9378,
  "spin_multiplicity": 1,
  "homo_energy_ev": -7.8,
  "de_lowest_kj_mol": 376.1,
  "gap_ha": 0.2614,
  "lumo_ev": -0.706,
  "smiles": "SC#S#S#S#CS",
  "symbols": ["S", "S", "S", "S", "S", "C", "C", "H", "H"],
  "coordinates": [[2.438, -0.986, -0.077], [-0.346, 2.568, -0.238], [0.635, -1.776, -0.645], [2.263, 1.136, -0.168], [-2.010, -1.298, 0.477], [0.644, 1.233, 0.040], [-0.235, -1.033, 0.646], [-1.438, 2.278, 0.538], [-1.951, -2.122, -0.574]],
  "mulliken_charge": [-0.096, -0.130, 0.040, -0.012, -0.112, 0.153, -0.094, 0.155, 0.096]
}

{
  "formula": "C2H2S5",
  "method": "wB97M-V/def2-TZVPD",
  "total_energy_ev": -56278.4685,
  "spin_multiplicity": 1,
  "homo_energy_ev": -7.8,
  "de_lowest_kj_mol": 324.9,
  "gap_ha": 0.2607,
  "lumo_ev": -0.670,
  "symbols": ["S", "S", "S", "S", "S", "C", "C", "H", "H"],
  "coordinates": [[0.572, 1.772, -0.613], [0.431, 0.283, 1.902], [-0.476, -2.282, -0.034], [-1.045, -0.374, -2.187], [-0.819, 1.877, -2.014], [-0.635, -0.752, -0.659], [-0.232, 0.838, 0.522], [1.950, 0.245, 2.029], [0.255, -1.607, 1.056]],
  "mulliken_charge": [0.012, -0.338, -0.142, -0.078, -0.104, 0.288, 0.067, 0.115, 0.182]
}

{
  "formula": "C2H30CsO17P",
  "method": "wB97M-V/def2-TZVPD",
  "total_energy_ev": -47210.2439,
  "spin_multiplicity": 2,
  "homo_energy_ev": [-7.4, -7.3],
  "gap_ha": [0.3131, 0.1797],
  "lumo_ev": [1.127, -2.402],
  "total_charge": -1,
  "symbols": ["Cs", "P", "O", "O", "O", "O", "O", "O", "O", "O", "O", "O", "O", "O", "O", "O", "O", "O", "O", "C", "C", "H", "H", "H", "H", "H", "H", "H", "H", "H", "H", "H", "H", "H", "H", "H", "H", "H", "H", "H", "H", "H", "H", "H", "H", "H", "H", "H", "H", "H", "H"],
  "coordinates": [[-2.454, -3.774, 1.054], [0.318, -0.549, -0.197], [0.400, 1.407, 3.162], [-1.641, 2.022, -0.043], [-1.353, -2.669, -2.132], [0.441, 0.720, 0.637], [-2.851, -0.106, -1.555], [0.809, -3.815, 0.321], [-3.084, -0.357, 1.140], [1.491, 2.919, -0.208], [3.527, -2.564, 0.505], [2.975, 0.475, -1.754], [-0.046, -1.300, 2.988], [1.834, -2.567, -2.809], [1.668, -1.265, -0.371], [-0.257, -0.239, -1.619], [-0.747, -1.465, 0.538], [0.335, 2.071, -2.654], [-0.678, -0.243, -4.105], [0.161, 2.736, 3.483], [-1.333, 3.161, 3.350], [2.811, -2.064, 0.111], [-0.251, -1.467, 2.068], [-3.121, -0.413, -0.689], [-1.594, 4.167, 3.681], [-2.012, 2.596, 3.988], [2.761, -2.797, -2.745], [2.519, -0.238, -1.305], [0.063, -0.651, -4.552], [-1.687, 3.000, 2.332], [-1.902, -0.234, -1.569], [-0.514, 2.513, -2.634], [-0.480, -3.061, -2.107], [-3.021, 0.583, 0.973], [3.477, -2.360, 1.439], [1.616, -3.746, -0.189], [-1.977, 1.307, -0.583], [1.078, 2.170, 0.221], [0.338, 1.212, 2.224], [2.317, 1.165, -1.838], [0.149, 1.180, -2.359], [0.424, -2.939, 0.280], [-2.205, -0.692, 0.959], [0.139, -0.362, 3.026], [1.290, 2.805, -1.137], [0.580, 2.897, 4.476], [-0.433, -0.249, -3.179], [-0.936, 1.626, 0.468], [0.632, 3.290, 2.671], [-1.241, -1.809, -1.728], [1.667, -2.029, -2.035]],
  "mulliken_charge": [1.075, -1.409, -0.742, -0.812, -0.658, -0.039, -0.763, -0.687, -0.715, -0.742, -0.768, -0.774, -0.719, -0.638, -0.161, 0.231, -1.239, -0.711, -0.702, -0.272, -0.894, 0.320, 0.287, 0.655, 0.395, 0.267, 0.305, 0.602, 0.326, 0.122, 0.156, 0.318, 0.431, 0.414, 0.296, 0.348, 0.263, 0.472, 0.455, 0.316, 0.274, 0.339, 0.379, 0.599, 0.459, 0.340, 0.594, 0.550, 0.235, 0.316, 0.307]
}

{
  "formula": "C2H31O14",
  "method": "wB97M-V/def2-TZVPD",
  "total_energy_ev": -31243.8607,
  "spin_multiplicity": 1,
  "homo_energy_ev": -5.9,
  "de_lowest_kj_mol": 115.0,
  "gap_ha": 0.3022,
  "lumo_ev": 2.306,
  "total_charge": -1,
  "symbols": ["O", "O", "O", "O", "O", "O", "O", "O", "O", "O", "O", "O", "O", "O", "C", "C", "H", "H", "H", "H", "H", "H", "H", "H", "H", "H", "H", "H", "H", "H", "H", "H", "H", "H", "H", "H", "H", "H", "H", "H", "H", "H", "H", "H", "H", "H", "H"],
  "coordinates": [[0.684, -2.646, 2.952], [1.754, 3.422, 1.153], [-0.017, -3.763, -0.829], [-1.912, -0.951, -4.146], [3.656, 1.591, 1.778], [1.202, 3.122, -1.935], [-1.751, -0.872, 3.194], [-0.689, 1.505, 1.228], [-2.113, -3.294, 1.026], [-2.542, 1.273, -1.991], [-0.749, 1.578, -3.804], [-2.253, -0.966, -0.189], [1.745, 0.228, 3.261], [0.212, -0.899, 0.978], [0.673, -0.378, -1.357], [1.250, -0.484, 0.034], [0.094, -2.853, -0.526], [0.567, -2.039, 2.247], [-1.416, -3.444, 0.424], [3.095, 1.053, 2.309], [-0.204, 2.226, 0.843], [1.446, 2.394, -1.406], [1.431, -0.375, 2.588], [-0.371, -3.763, -1.710], [4.058, 2.124, 2.454], [0.487, -1.323, -1.826], [1.289, 0.267, -2.042], [-1.367, 1.632, -3.070], [-1.252, -0.249, -3.958], [2.133, -1.029, 0.174], [2.337, 2.660, 1.229], [0.134, 1.560, -3.520], [-2.256, -2.417, 0.701], [-1.269, -1.258, 2.472], [-2.204, 2.091, -1.623], [-3.232, 1.481, -2.625], [1.511, 0.468, 0.338], [1.201, 3.323, 1.976], [1.424, -0.041, 4.064], [-2.749, -0.691, -3.781], [1.785, 3.797, -1.592], [-2.482, -0.149, -0.664], [-1.339, -0.772, 0.107], [-0.216, 0.653, 1.128], [-2.618, -0.609, 2.824], [-0.268, 0.189, -1.406], [1.124, -3.362, 2.509]],
  "mulliken_charge": [-0.708, -0.691, -0.761, -0.635, -0.707, -0.597, -0.638, -0.718, -0.741, -0.758, -0.751, -0.726, -0.745, -0.054, -0.544, -0.337, 0.263, 0.051, 0.441, 0.367, 0.323, 0.281, 0.390, 0.315, 0.314, 0.182, 0.538, 0.437, 0.416, 0.334, 0.352, 0.304, 0.412, 0.261, 0.318, 0.292, -0.121, 0.324, 0.266, 0.265, 0.290, 0.350, 0.105, 0.411, 0.368, -0.049, 0.312]
}

{
  "formula": "C2H33HfO15",
  "method": "wB97M-V/def2-TZVPD",
  "total_energy_ev": -34609.5996,
  "spin_multiplicity": 2,
  "homo_energy_ev": [-14.2, -14.2],
  "gap_ha": [0.1534, 0.1397],
  "lumo_ev": [-10.025, -10.397],
  "total_charge": 2,
  "symbols": ["Hf", "O", "O", "O", "O", "O", "O", "O", "O", "O", "O", "O", "O", "O", "O", "O", "C", "C", "H", "H", "H", "H", "H", "H", "H", "H", "H", "H", "H", "H", "H", "H", "H", "H", "H", "H", "H", "H", "H", "H", "H", "H", "H", "H", "H", "H", "H", "H", "H", "H", "H"],
  "coordinates": [[-1.577, 0.955, 3.209], [-0.173, 4.699, 0.252], [-2.758, 0.834, 1.127], [0.675, -3.339, 0.604], [-2.927, -1.939, 0.397], [0.612, 1.716, 4.346], [-2.311, -0.848, -3.340], [2.266, 1.625, -3.709], [-0.273, -0.849, 4.298], [-1.567, -3.977, -0.817], [0.106, 0.382, 1.601], [2.339, 4.238, 1.473], [2.896, 1.054, 2.819], [-0.130, -2.240, -4.027], [2.043, -2.883, -2.235], [-2.473, 1.821, -2.520], [0.066, -0.209, -0.712], [0.694, 0.605, 0.334], [2.050, -3.000, -1.285], [0.160, -3.496, 1.395], [-2.702, -1.292, -2.588], [0.626, -1.080, 4.532], [1.779, 0.502, 0.366], [-2.745, 0.060, 0.565], [-0.851, -1.694, -3.712], [-3.055, -2.056, 1.339], [-2.391, -2.686, 0.133], [-3.686, 1.050, 1.219], [2.589, 3.344, 1.238], [1.043, -2.464, 0.726], [2.922, -2.567, -2.444], [-2.036, 1.017, -2.801], [0.768, -0.409, -1.522], [1.323, 1.585, 3.719], [2.293, 0.654, 2.193], [0.966, 2.333, 4.986], [-2.905, -1.040, -4.067], [0.215, -2.660, -3.239], [-0.237, -1.219, -0.437], [3.624, 1.370, 2.283], [-0.738, 0.232, -1.302], [0.621, 1.646, 0.021], [-0.771, -3.666, -0.386], [-1.259, -4.376, -1.631], [-2.436, 2.395, -3.286], [2.670, 1.356, -2.884], [0.492, 4.910, -0.403], [3.126, 4.611, 1.868], [1.541, 2.193, -3.446], [0.310, 4.262, 0.953], [-0.815, -1.463, 4.794]],
  "mulliken_charge": [1.281, -0.586, -0.597, -0.684, -0.556, -0.470, -0.643, -0.582, -0.476, -0.731, 0.373, -0.611, -0.743, -0.619, -0.547, -0.609, -0.426, -0.296, 0.285, 0.304, 0.298, 0.280, 0.340, 0.394, 0.403, 0.273, 0.291, 0.386, 0.282, 0.267, 0.289, 0.283, 0.381, 0.380, 0.299, 0.306, 0.282, 0.262, 0.180, 0.330, -0.276, 0.163, 0.359, 0.349, 0.303, 0.274, 0.318, 0.322, 0.304, 0.265, 0.345]
}

{
  "formula": "C2H33NO13",
  "method": "wB97M-V/def2-TZVPD",
  "total_energy_ev": -30720.3560,
  "spin_multiplicity": 1,
  "homo_energy_ev": -9.9,
  "de_lowest_kj_mol": 0.0,
  "gap_ha": 0.3713,
  "lumo_ev": 0.183,
  "symbols": ["O", "O", "O", "O", "O", "O", "O", "O", "O", "O", "O", "O", "O", "N", "C", "C", "H", "H", "H", "H", "H", "H", "H", "H", "H", "H", "H", "H", "H", "H", "H", "H", "H", "H", "H", "H", "H", "H", "H", "H", "H", "H", "H", "H", "H", "H", "H", "H", "H"],
  "coordinates": [[1.063, -3.922, -0.951], [2.244, -2.418, 1.111], [3.329, -0.853, -0.671], [2.135, -2.134, -2.789], [-1.432, 3.206, 0.693], [0.349, -1.436, 2.930], [-1.829, 2.535, -1.934], [0.814, 1.110, 3.587], [-3.765, 0.716, -1.161], [1.232, 2.637, 1.356], [-2.946, 0.971, 1.504], [-2.443, -0.956, 2.723], [2.207, 1.679, -0.899], [0.192, 0.323, -2.705], [-0.833, -0.386, -1.912], [-0.602, -0.227, -0.420], [1.440, 1.509, -1.485], [-0.854, -1.451, -2.155], [0.521, -0.481, 3.172], [-1.491, -1.184, 2.797], [-2.004, 2.501, 1.082], [-1.336, -0.805, 0.140], [0.404, -0.556, -0.150], [1.057, 1.560, 2.738], [1.379, -3.358, -1.691], [-4.582, 1.187, -1.352], [0.113, -4.012, -1.071], [-3.051, 1.333, -1.468], [1.705, 3.470, 1.458], [-1.002, 2.098, -2.178], [-0.037, 1.474, 3.855], [-3.326, 0.758, 0.624], [-2.645, 0.134, 1.880], [1.595, -2.024, 1.731], [0.965, -0.309, -2.865], [2.575, -1.629, -2.070], [-1.645, 2.895, -1.025], [-0.535, 3.007, 1.014], [-0.674, 0.818, -0.112], [-0.188, 0.590, -3.608], [-2.872, -1.738, 2.370], [4.284, -0.912, -0.532], [-1.806, 0.020, -2.178], [2.925, -1.425, 0.056], [1.758, -3.012, 0.482], [1.572, 2.237, 0.510], [0.546, -1.919, 3.738], [2.849, -2.431, -3.358], [2.644, 0.809, -0.809]],
  "mulliken_charge": [-0.751, -0.774, -0.753, -0.760, -0.776, -0.908, -0.829, -0.788, -0.750, -0.800, -0.816, -0.660, -0.811, -0.572, -0.848, 0.835, 0.406, 0.340, 0.456, 0.442, 0.433, 0.273, -0.238, 0.437, 0.434, 0.290, 0.318, 0.410, 0.267, 0.349, 0.330, 0.421, 0.350, 0.434, 0.137, 0.430, 0.484, 0.375, -0.424, 0.211, 0.349, 0.254, 0.444, 0.405, 0.440, 0.483, 0.311, 0.303, 0.409]
}

{
  "formula": "C2H36O18Sr2",
  "method": "wB97M-V/def2-TZVPD",
  "total_energy_ev": -41177.2307,
  "spin_multiplicity": 1,
  "homo_energy_ev": -15.2,
  "gap_ha": 0.3347,
  "lumo_ev": -6.101,
  "total_charge": 2,
  "symbols": ["Sr", "Sr", "O", "O", "O", "O", "O", "O", "O", "O", "O", "O", "O", "O", "O", "O", "O", "O", "O", "O", "C", "C", "H", "H", "H", "H", "H", "H", "H", "H", "H", "H", "H", "H", "H", "H", "H", "H", "H", "H", "H", "H", "H", "H", "H", "H", "H", "H", "H", "H", "H", "H", "H", "H", "H", "H", "H", "H"],
  "coordinates": [[9.552, 4.927, 10.913], [6.397, 5.511, 7.958], [3.928, 4.565, 8.429], [11.014, 2.396, 10.874], [8.308, 7.168, 9.429], [6.707, 0.867, 12.542], [9.926, 0.987, 7.619], [6.630, 3.110, 6.333], [8.256, 5.841, 12.970], [8.224, 5.310, 5.935], [11.764, 5.043, 9.425], [7.912, 0.301, 10.289], [8.737, 3.064, 12.568], [3.041, 2.675, 10.297], [5.698, 4.010, 12.708], [5.590, 6.826, 11.213], [8.660, 4.305, 8.657], [6.887, 4.856, 10.345], [4.991, 0.577, 9.698], [10.749, 4.355, 7.062], [6.785, 3.475, 9.913], [8.066, 3.194, 9.217], [5.935, 0.606, 9.626], [9.938, 4.459, 7.535], [7.923, 2.491, 8.467], [8.207, 7.996, 9.848], [9.007, 7.382, 8.833], [12.546, 4.463, 9.590], [8.011, 2.495, 12.511], [9.249, 2.462, 13.111], [7.995, 4.390, 5.859], [6.079, 3.211, 5.547], [9.219, 1.616, 7.727], [6.662, 0.004, 13.041], [11.435, 4.909, 8.511], [2.947, 2.767, 11.244], [6.172, 6.149, 10.878], [3.840, 2.169, 10.144], [3.537, 4.031, 9.125], [5.388, 4.868, 13.001], [8.288, 5.608, 5.035], [5.875, 3.496, 9.414], [8.226, 1.119, 9.851], [5.909, 1.296, 12.880], [7.408, 0.715, 11.017], [3.574, 4.168, 7.634], [6.007, 4.213, 11.829], [8.107, 6.772, 12.916], [4.725, 6.492, 10.892], [10.768, 5.130, 6.483], [6.686, 2.894, 10.798], [10.730, 1.669, 11.430], [10.755, 1.498, 7.686], [4.780, 0.738, 8.774], [8.764, 2.801, 9.931], [7.409, 5.484, 13.141], [7.082, 2.320, 6.028], [11.776, 2.094, 10.409]],
  "mulliken_charge": [1.564, 1.815, -0.608, -0.383, -0.345, -0.582, -0.621, -0.507, -0.593, -0.570, -0.687, -0.778, -0.491, -0.677, -0.681, -0.758, -0.792, 0.061, -0.691, -0.753, -1.377, -1.463, 0.405, 0.495, 0.830, 0.220, 0.295, 0.265, 0.190, 0.256, 0.353, 0.270, 0.273, 0.261, 0.434, 0.328, 0.281, 0.360, 0.229, 0.359, 0.266, 1.134, 0.209, 0.262, 0.425, 0.320, 0.075, 0.303, 0.360, 0.333, -0.256, 0.231, 0.331, 0.313, 0.747, 0.226, 0.292, 0.248]
}

| no. | largest force on an atom (hartree/bohr) |
| --- | --- |
| 1 | 0.13485 |
| 2 | 0.06615 |
| 3 | 0.03747 |
| 4 | 0.06311 |
| 5 | 0.06272 |
| 6 | 0.07471 |
| 7 | 0.15314 |
| 8 | 0.05117 |
| 9 | 0.07356 |